(1)
{"formula": "CH3NO2P", "method": "wB97M-V/def2-TZVPD", "species": ["C", "N", "O", "O", "P", "H", "H", "H"], "coordinates": [[-1.221451, 0.051229, -0.123990], [-1.955399, -0.954854, -0.181863], [-1.094624, 1.185130, -0.285487], [0.695888, -0.813933, 0.216100], [1.931728, 0.097453, 0.136827], [-1.564092, -1.770901, 0.049727], [1.845200, 1.262978, 0.997115], [1.362747, 0.942901, -0.808426]], "atomic_forces_ev_per_a": [[-0.856, -2.319, -0.529], [-1.684, 3.341, -0.591], [0.908, 2.344, 0.101], [-1.522, -1.016, 1.055], [0.845, 0.445, -0.553], [2.021, -3.619, 1.020], [-0.241, -0.192, 0.613], [0.529, 1.015, -1.115]], "lowdin_charge": [-0.53, 0.11, 0.07, -0.73, 0.45, -0.03, -0.17, -0.16], "fmax_ha_per_bohr": 0.0830, "homo_energy_ev": -3.30, "total_charge": -1, "de_lowest_ev": 0.9555, "homo_lumo_gap_ev": 7.726}

(2)
{"formula": "C5H8NO", "method": "wB97M-V/def2-TZVPD", "species": ["C", "C", "C", "C", "C", "N", "O", "H", "H", "H", "H", "H", "H", "H", "H"], "coordinates": [[-0.107178, 1.585700, 0.694620], [0.407151, 0.420378, 1.003071], [-1.096302, 1.339790, -0.396621], [-1.052685, -0.141816, -0.675181], [1.249124, -1.211770, -0.340160], [-0.011657, -0.698977, 0.219258], [-2.095798, 0.424924, 0.072141], [0.143243, 2.513540, 1.175581], [1.020248, 0.133326, 1.940450], [-1.465128, 2.036760, -1.096266], [-1.258245, -0.625180, -1.746959], [1.463236, -0.517919, -1.240396], [2.095234, -1.457142, 0.367876], [1.135702, -2.221642, -0.678684], [-0.426944, -1.579971, 0.701272]], "atomic_forces_ev_per_a": [[-0.207, -0.192, -0.926], [1.318, -0.111, 4.807], [0.243, -1.349, 0.576], [-1.083, 1.023, -2.788], [1.621, -0.176, -2.765], [-0.520, -2.777, 0.861], [0.177, -0.993, -0.416], [-0.065, 0.153, -0.031], [-0.919, 0.719, -1.903], [-0.057, 0.763, -0.695], [0.539, 0.813, 2.791], [0.393, -1.261, 1.704], [-1.055, 1.623, -0.213], [-0.797, -0.508, -0.915], [0.413, 2.272, -0.088]], "lowdin_charge": [0.07, -0.08, -0.13, -0.18, 0.00, -0.10, 0.06, 0.14, 0.18, 0.15, 0.23, 0.16, 0.14, 0.09, 0.25], "fmax_ha_per_bohr": 0.0969, "homo_energy_ev": -15.09, "total_charge": 1, "de_lowest_ev": 2.5518, "homo_lumo_gap_ev": 11.425, "smiles": "C[N@H+]1C=C[C@@H]2O[C@@H]21"}

(3)
{"formula": "C19H25N3O2", "method": "wB97M-V/def2-TZVPD", "species": ["C", "C", "C", "C", "C", "C", "H", "H", "O", "C", "C", "N", "O", "C", "N", "C", "N", "C", "C", "C", "C", "C", "C", "C", "C", "C", "H", "H", "H", "H", "H", "H", "H", "H", "H", "H", "H", "H", "H", "H", "H", "H", "H", "H", "H", "H", "H", "H", "H"], "coordinates": [[-2.212620, -7.238702, -2.428801], [-2.286625, -7.238886, -1.044065], [-2.271519, -6.049834, -0.346045], [-2.181674, -4.834993, -1.026612], [-2.108454, -4.834033, -2.414025], [-2.124561, -6.036368, -3.103641], [-2.067424, -6.023924, -4.182287], [-2.041162, -3.911061, -2.968673], [-2.175527, -3.719974, -0.240214], [-2.059328, -2.461784, -0.866677], [-2.038412, -1.429915, 0.204914], [-3.068026, -0.698020, 0.522938], [-2.637279, 0.096229, 1.536082], [-1.356797, -0.222465, 1.764077], [-0.938955, -1.154957, 0.960001], [-0.563375, 0.547518, 2.766043], [0.461875, 1.371205, 2.159835], [-0.067537, 2.327945, 1.203394], [1.013442, 3.345167, 0.840483], [0.485297, 4.403664, -0.125788], [1.586308, 5.397991, -0.482976], [2.785927, 4.674520, -1.087409], [3.313420, 3.616232, -0.122882], [2.214139, 2.616919, 0.232788], [2.697457, 1.558794, 1.221921], [1.559629, 0.610694, 1.588032], [1.900851, -0.107800, 2.336604], [1.240845, 0.046231, 0.696962], [3.054227, 2.049919, 2.128887], [3.522149, 0.986291, 0.793952], [1.887394, 2.115140, -0.686052], [4.158883, 3.090287, -0.571866], [3.668122, 4.101121, 0.789519], [3.575190, 5.392657, -1.318897], [2.485759, 4.195289, -2.022195], [1.202834, 6.137417, -1.188993], [1.900646, 5.927680, 0.419070], [-0.359678, 4.928807, 0.325086], [0.127233, 3.915752, -1.035888], [1.336844, 3.834132, 1.765027], [-0.918915, 2.838799, 1.661732], [-0.421689, 1.834622, 0.280040], [-1.250399, 1.191090, 3.322343], [-0.081171, -0.150641, 3.454838], [-2.917180, -2.268028, -1.523742], [-1.122123, -2.399507, -1.436913], [-2.327881, -6.029234, 0.730738], [-2.356045, -8.172428, -0.505775], [-2.224113, -8.169556, -2.974891]], "atomic_forces_ev_per_a": [[0.006, -0.069, -0.172], [0.000, 0.056, 0.047], [0.007, 0.202, 0.040], [0.004, -0.232, -0.019], [0.007, 0.357, 0.124], [-0.004, -0.157, -0.008], [0.004, 0.005, -0.076], [0.005, 0.091, -0.020], [-0.003, -0.149, 0.109], [-0.155, 0.141, -0.258], [-0.214, 0.391, 0.326], [-0.611, -0.606, -0.928], [0.397, 0.327, 0.523], [0.103, -0.525, -0.496], [0.377, 0.092, 0.471], [-0.034, 0.170, 0.115], [-0.103, -0.011, 0.079], [0.182, 0.334, 0.164], [-0.366, -0.221, -0.468], [0.160, 0.106, 0.292], [-0.113, -0.132, -0.285], [0.126, 0.162, 0.260], [-0.208, -0.147, -0.335], [0.328, 0.167, 0.515], [-0.257, -0.154, -0.220], [0.387, 0.037, 0.002], [-0.031, -0.070, -0.045], [0.066, 0.011, 0.078], [0.077, 0.030, 0.052], [0.072, -0.013, 0.002], [-0.064, -0.018, -0.056], [0.078, -0.021, 0.062], [0.066, 0.005, 0.094], [0.004, -0.010, -0.096], [0.015, -0.005, -0.092], [0.014, 0.079, 0.055], [0.008, 0.087, 0.043], [-0.091, -0.019, -0.029], [-0.074, -0.034, -0.064], [0.028, 0.014, 0.049], [-0.042, -0.009, -0.047], [-0.036, 0.003, -0.003], [0.053, -0.103, 0.039], [-0.129, 0.038, -0.021], [0.153, -0.061, 0.024], [-0.172, 0.004, 0.033], [-0.006, -0.001, 0.132], [-0.007, -0.067, 0.057], [-0.001, -0.074, -0.048]], "lowdin_charge": [-0.10, -0.09, -0.01, -0.27, -0.03, -0.09, 0.10, 0.10, -0.03, -0.13, -0.32, 0.14, 0.04, -0.32, 0.22, -0.10, -0.15, -0.15, -0.28, -0.17, -0.20, -0.20, -0.17, -0.31, -0.14, -0.19, 0.12, 0.11, 0.12, 0.12, 0.15, 0.12, 0.12, 0.11, 0.11, 0.11, 0.11, 0.12, 0.12, 0.16, 0.13, 0.14, 0.13, 0.13, 0.14, 0.14, 0.12, 0.10, 0.10], "fmax_ha_per_bohr": 0.0246, "homo_energy_ev": -8.65, "de_lowest_ev": 2.3410, "homo_lumo_gap_ev": 9.469, "smiles": "c1ccc(OCc2noc(CN3CC[C@@H]4CCCC[C@H]4C3)n2)cc1"}

no.,lowest unoccupied orbital energy (Eh)
1,0.16266
2,-0.13453
3,0.03000